{"formula": "C3H8N2", "method": "ωB97M-V/def2-TZVPD", "charge": -1, "multiplicity": 2, "relative_energy_kj_mol": 152.8, "energy_ha": -228.49062, "s_squared": 0.75, "species": ["C", "N", "H", "H", "H", "C", "C", "N", "H", "H", "H", "H", "H"], "coordinates": [[-2.6781, 0.8622, 0.5030], [-2.9856, -0.2115, -0.2189], [-3.1099, 1.8179, 0.1964], [-2.0216, 0.8641, 1.3687], [-2.2327, -0.9006, -0.1767], [1.8953, -0.8112, -1.0983], [1.6627, 0.6433, 0.6570], [2.0974, -0.4933, 0.2898], [1.7712, -1.8717, -1.3192], [2.7658, -0.5204, -1.6988], [1.0312, -0.2856, -1.5185], [1.8497, 0.9552, 1.6786], [1.0516, 1.2176, -0.0471]], "forces_ev_per_a": [[0.171, 0.338, -0.088], [0.241, -0.356, -0.873], [-0.194, 0.060, 0.359], [0.210, 0.068, 0.089], [-0.345, -0.138, 0.514], [-0.174, 0.074, -0.842], [-0.164, -0.737, -0.516], [0.554, -0.092, 0.347], [-0.089, -0.132, 0.485], [0.081, 0.124, 0.191], [-0.107, 0.042, -0.053], [-0.195, 0.222, -0.006], [0.011, 0.526, 0.392]]}



{"formula": "C3H8N2", "method": "ωB97M-V/def2-TZVPD", "charge": -1, "multiplicity": 2, "relative_energy_kj_mol": 470.7, "energy_ha": -228.36952, "s_squared": 0.76, "species": ["C", "C", "N", "C", "N", "H", "H", "H", "H", "H", "H", "H", "H"], "coordinates": [[-0.6382, -0.9668, 1.1850], [-0.4301, 0.5721, 0.9629], [0.2367, -0.5488, -1.5407], [1.0318, 0.4828, -0.8970], [0.7428, 1.1763, 0.3626], [-1.5177, -1.1141, 1.7344], [0.1045, -1.5689, 1.6944], [-0.6633, -1.3842, 0.1943], [-0.6658, 1.3142, 1.7001], [-0.6635, 1.0543, -0.0104], [0.4542, -0.7064, -2.5600], [1.9674, 0.8711, -1.2983], [0.0413, 0.8183, -1.5274]], "forces_ev_per_a": [[0.988, 1.684, -0.795], [0.239, 0.547, -1.073], [0.172, -2.701, -0.377], [-0.778, 3.831, 1.060], [5.008, -3.659, -1.226], [-1.690, -0.243, 0.616], [0.888, 0.497, 0.425], [-0.447, -0.320, -0.361], [-0.713, -0.409, 1.111], [-4.109, -0.824, 0.115], [0.374, 0.761, 1.507], [0.081, -0.456, -0.163], [-0.013, 1.292, -0.841]]}



{"formula": "C3H8N2", "method": "ωB97M-V/def2-TZVPD", "multiplicity": 1, "relative_energy_kj_mol": 386.3, "energy_ha": -228.50152, "species": ["C", "C", "C", "N", "N", "H", "H", "H", "H", "H", "H", "H", "H"], "coordinates": [[-0.3747, 0.1724, 0.3844], [-0.4296, 0.0922, 1.9764], [0.5073, -0.6913, -1.5927], [0.4937, 1.0909, -0.1038], [0.7709, -0.2912, -0.2563], [-1.2702, 0.0985, -0.1622], [-0.4835, 1.0755, 2.4036], [0.6058, -0.3099, 2.0962], [-1.2323, -0.5151, 2.2971], [1.5077, -0.7796, -2.1565], [-0.0737, -1.5696, -1.6201], [-0.0837, 0.0805, -2.2331], [0.0624, 1.5469, -1.0330]], "forces_ev_per_a": [[-2.822, -0.694, 4.308], [2.017, -0.195, -3.076], [1.498, 1.137, -3.091], [1.369, 5.438, -2.549], [0.776, -0.866, -0.891], [-1.379, -0.470, -0.412], [-0.101, 0.478, 0.062], [-1.005, 0.036, 0.898], [-0.537, -0.891, 0.578], [-1.547, -0.253, 0.792], [-0.294, -1.429, -0.117], [0.640, -0.889, 1.198], [1.384, -1.403, 2.301]]}



{"formula": "C3H8N2", "method": "ωB97M-V/def2-TZVPD", "multiplicity": 1, "relative_energy_kj_mol": 372.6, "energy_ha": -228.50674, "species": ["C", "C", "C", "H", "H", "H", "H", "H", "H", "H", "H", "N", "N"], "coordinates": [[0.1239, 1.4331, 0.0342], [1.6656, -0.5825, 0.0283], [-1.7998, -0.3179, 0.0462], [1.0215, 2.1028, -0.3686], [-0.1357, 1.5103, 1.1839], [-0.8177, 1.6917, -0.7085], [2.1529, -1.0599, -0.9228], [2.4443, 0.1186, 0.4810], [1.5678, -1.4252, 0.8626], [-2.0413, 0.7060, 0.0202], [-2.5969, -1.0801, 0.1239], [0.3858, 0.0204, -0.1197], [-0.6048, -0.8433, -0.0694]], "forces_ev_per_a": [[-0.341, 0.927, -0.859], [2.508, -1.755, 1.485], [0.244, -3.435, -0.095], [-1.830, -1.615, 1.350], [0.183, 0.917, -2.217], [2.451, -0.236, 2.094], [-1.133, 0.883, 1.527], [-1.172, -0.575, -0.793], [0.285, 1.490, -1.918], [-0.338, 0.796, 0.207], [0.409, 0.710, -0.150], [1.224, 0.639, -1.186], [-2.490, 1.254, 0.556]]}



{"formula": "C3H8N2", "method": "ωB97M-V/def2-TZVPD", "multiplicity": 1, "relative_energy_kj_mol": 170.7, "energy_ha": -228.58362, "species": ["C", "C", "C", "H", "H", "H", "H", "H", "H", "H", "H", "N", "N"], "coordinates": [[1.3780, -0.7921, -0.0155], [-0.0250, 1.3094, -0.0107], [-1.1046, -0.8743, -0.0406], [2.1696, -0.0239, 0.1921], [1.7535, -1.3982, -0.8758], [1.3420, -1.4255, 0.8910], [-0.7569, 1.7595, -0.7765], [0.9516, 1.7147, -0.2538], [-0.2907, 1.6367, 1.0598], [-0.9131, -1.9458, 0.0504], [-2.2858, 0.5842, -0.0177], [0.0668, -0.1267, -0.1840], [-2.2855, -0.4179, -0.0189]], "forces_ev_per_a": [[0.364, 0.418, 0.652], [-0.738, 0.667, -0.198], [1.124, 0.544, -0.205], [-0.838, -0.592, -0.251], [-0.709, 0.482, 0.454], [0.154, 0.059, -0.466], [0.930, -0.575, 1.288], [0.027, 0.221, 0.046], [0.134, -0.483, -1.470], [-0.134, 0.059, -0.200], [-0.125, 0.654, -0.183], [0.036, -0.604, 0.139], [-0.225, -0.848, 0.395]]}



{"formula": "C3H8N2", "method": "ωB97M-V/def2-TZVPD", "multiplicity": 1, "relative_energy_kj_mol": 518.4, "energy_ha": -228.45122, "species": ["C", "C", "N", "C", "N", "H", "H", "H", "H", "H", "H", "H", "H"], "coordinates": [[0.8058, -0.9547, 0.8978], [0.1677, 0.4025, 0.9961], [-0.1065, 0.2311, -1.8422], [-1.1315, 0.1657, -0.9358], [-1.1764, 0.4980, 0.3131], [1.5419, -1.1028, 1.6774], [0.0904, -1.7651, 0.8939], [1.3560, -1.0556, -0.0415], [0.1512, 0.8768, 1.9671], [0.4894, 1.1985, 0.2885], [0.7073, 0.6495, -1.3839], [-2.0168, -0.3640, -1.2677], [-0.8785, 1.2200, -1.5627]], "forces_ev_per_a": [[0.726, 0.177, -0.663], [-1.516, 2.716, -2.298], [-0.230, 2.421, -0.768], [-1.755, -2.347, 3.314], [-0.501, -2.477, 1.874], [0.019, -0.075, 0.284], [-0.374, -0.079, 0.328], [-0.011, -0.036, -0.009], [-0.311, -0.294, 0.266], [2.276, -0.218, 1.120], [0.214, -0.429, -0.071], [-0.483, 0.721, -0.790], [1.947, -0.079, -2.587]]}



{"formula": "C3H8N2", "method": "ωB97M-V/def2-TZVPD", "multiplicity": 1, "relative_energy_kj_mol": 123.9, "energy_ha": -228.60146, "species": ["C", "C", "N", "C", "N", "H", "H", "H", "H", "H", "H", "H", "H"], "coordinates": [[0.1911, 1.3288, 1.0847], [-0.5253, 0.0052, 0.9389], [0.1466, -0.9219, 0.0436], [0.1651, -0.7028, -1.2920], [0.4887, -1.6101, -2.1459], [1.2440, 1.1680, 1.3181], [-0.2393, 1.9001, 1.9061], [0.1011, 1.8873, 0.1554], [-0.6748, -0.4634, 1.9110], [-1.5410, 0.1629, 0.5500], [0.3047, -1.8948, 0.2030], [-0.1180, 0.2912, -1.6400], [0.4571, -1.1505, -3.0331]], "forces_ev_per_a": [[0.156, -0.104, 0.082], [-0.696, -0.558, -0.003], [0.271, 0.430, -0.610], [0.097, -0.361, -0.930], [-0.104, 0.473, 1.109], [0.012, 0.015, -0.104], [-0.123, 0.131, -0.113], [0.161, 0.228, 0.072], [0.255, -0.151, -0.038], [0.049, 0.185, 0.156], [-0.095, -0.396, 0.880], [-0.030, 0.206, 0.371], [0.048, -0.098, -0.873]]}



{"formula": "C3H8N2", "method": "ωB97M-V/def2-TZVPD", "multiplicity": 1, "relative_energy_kj_mol": 299.9, "energy_ha": -228.53443, "species": ["C", "N", "H", "H", "H", "C", "C", "N", "H", "H", "H", "H", "H"], "coordinates": [[-0.3547, 0.3547, -3.5317], [-0.9557, 1.4136, -3.2289], [0.7251, 0.4477, -3.6335], [-0.8846, -0.5620, -3.7897], [-1.9704, 1.3658, -3.2935], [-0.1101, -0.0625, 1.3816], [1.0518, -1.3205, 2.9533], [0.5552, -0.2025, 2.6550], [-1.1832, 0.0904, 1.4774], [0.4494, 0.5929, 0.7366], [-0.0785, -0.9952, 0.7794], [1.6956, -1.3768, 3.8226], [0.8384, -2.1728, 2.3463]], "forces_ev_per_a": [[-0.200, 0.228, -0.437], [-0.126, 0.975, -0.014], [0.063, -0.566, 0.248], [0.292, -0.246, -0.059], [-0.027, -0.397, 0.272], [-0.235, -2.092, -0.551], [-0.244, 1.076, 0.150], [0.438, 0.539, 0.059], [0.148, 0.932, 0.103], [-0.286, 1.028, 0.125], [0.109, -0.207, 0.349], [-0.156, -0.301, 0.216], [0.224, -0.969, -0.462]]}



{"formula": "C3H8N2", "method": "ωB97M-V/def2-TZVPD", "multiplicity": 1, "relative_energy_kj_mol": 325.8, "energy_ha": -228.52456, "species": ["C", "C", "H", "H", "H", "H", "N", "C", "N", "H", "H", "H", "H"], "coordinates": [[-1.9214, -1.0555, 0.3730], [-2.2314, -2.1974, 0.9923], [-2.1147, -1.0017, -0.6961], [-1.3615, -0.1886, 0.6978], [-2.3112, -3.1925, 0.5216], [-2.2610, -2.1924, 2.1148], [2.0917, 0.6692, -1.3255], [1.9907, 1.6782, -0.4230], [0.8865, 2.2763, -0.2917], [1.3255, 0.7927, -2.0166], [2.4154, -0.2751, -0.9237], [2.7909, 1.9660, 0.3164], [0.7005, 2.7209, 0.6605]], "forces_ev_per_a": [[-0.061, -0.958, -1.423], [0.711, 0.419, 1.769], [0.477, -0.230, -0.171], [-0.771, 0.168, 0.944], [-0.824, 0.938, -0.057], [0.496, -0.311, -1.081], [1.369, -1.278, -0.841], [-0.254, 0.717, 2.934], [-1.894, 0.583, 1.447], [0.659, -1.178, 0.921], [-0.939, 2.220, -1.413], [-0.126, -1.167, -0.932], [1.157, 0.078, -2.097]]}